(1)
Computed, not measured: a structure of composition C26H77HgO13, with ωB97M-V/def2-TZVPD.

Values from the calculation:
* net charge: +1
* calculated total energy: -2167.96538 hartree

Last column: Mulliken charge in e.
Geometry (Å):
Hg  -0.91344  -3.18551  -0.87126  1.4656
C  -0.15857  0.98006  0.60134  -0.2782
C  -0.12782  -0.18026  -0.37744  1.0220
O  -1.08059  -1.16739  -0.11217  0.4821
H  -1.17164  1.34894  0.73406  0.1538
H  0.52001  1.75300  0.23052  0.1161
H  0.25286  0.67022  1.56524  -0.3580
H  0.89113  -0.61677  -0.33081  -0.6093
H  -0.21493  0.19446  -1.41515  -0.5653
C  2.14947  1.05267  4.13059  -1.3057
C  2.54219  1.28951  2.70170  1.9359
O  3.79754  1.98359  2.65996  -0.6859
H  2.82332  0.31043  4.57366  0.4049
H  1.14380  0.64267  4.21768  0.0718
H  2.23617  1.96697  4.70977  0.3619
H  1.86731  2.03999  2.25457  -0.5791
H  2.51980  0.37475  2.09284  -0.4813
H  4.09223  2.01858  1.73682  0.3351
C  -4.94367  0.52760  0.53307  -1.1604
C  -4.20671  0.08895  1.77533  0.1553
O  -3.53496  -1.16039  1.60988  -0.6471
H  -5.53369  -0.28316  0.10550  0.2413
H  -4.27068  0.91915  -0.23240  0.1839
H  -5.62847  1.34522  0.77570  0.5156
H  -4.94091  0.00551  2.57718  0.4979
H  -3.50065  0.86797  2.06553  -0.4176
H  -2.67525  -0.93711  1.14346  -0.2811
C  1.63234  4.52198  1.12385  0.0557
C  0.81469  5.34095  0.17324  -0.3915
O  1.67675  5.98421  -0.77310  -0.5750
H  2.29894  5.17739  1.69183  0.5028
H  2.29727  3.80069  0.65238  -0.1409
H  0.99816  3.99543  1.84088  -0.4290
H  0.21834  6.09866  0.69561  0.4296
H  0.09266  4.70560  -0.35978  0.1907
H  1.20435  6.16518  -1.58958  0.3329
C  4.61326  -0.21140  -1.10158  -0.5265
C  5.35149  1.09528  -0.89865  -0.4257
O  5.44553  1.33370  0.52065  -0.5243
H  4.47488  -0.40302  -2.16775  0.2605
H  3.62939  -0.25927  -0.62731  0.0032
H  5.15156  -1.04744  -0.63976  0.4629
H  4.73509  1.90280  -1.29223  0.1052
H  6.35438  1.12696  -1.32222  0.3693
H  6.01728  0.65872  0.90090  0.2727
C  3.02625  -2.98284  1.35746  -0.7677
C  2.24198  -4.01687  0.56524  -0.2210
O  0.81528  -3.78608  0.70091  -0.2611
H  2.89885  -3.12719  2.42933  0.3019
H  2.65942  -2.00046  1.06243  -0.0633
H  4.08189  -3.06519  1.09738  0.4223
H  2.45956  -5.06896  0.76012  0.3415
H  2.48032  -3.85508  -0.48967  0.0756
H  0.60299  -3.88425  1.65537  0.1422
C  -2.47470  3.01950  3.85554  -0.9914
C  -1.02711  2.56441  3.92650  1.3524
O  -0.30286  3.22821  4.96660  -0.5627
H  -3.03501  2.42662  3.12438  0.1207
H  -2.55400  4.07700  3.60770  0.3576
H  -2.98377  2.84131  4.80549  0.3328
H  -0.50917  2.82870  2.99265  -0.4483
H  -0.97776  1.47958  4.02958  -0.4524
H  0.06037  4.04577  4.62018  0.3919
C  -0.98402  -1.84780  3.50055  0.0825
C  0.14151  -2.58613  4.16154  -0.3077
O  0.24926  -3.89429  3.52155  -0.5789
H  -0.98429  -1.97062  2.41736  -0.2317
H  -0.92559  -0.78666  3.74552  -0.2143
H  -1.95342  -2.23315  3.82190  0.4511
H  -0.01043  -2.66137  5.23999  0.4358
H  1.10796  -2.09211  4.00003  0.1176
H  0.86479  -4.42539  4.04072  0.2820
C  -4.09048  -5.07326  1.83431  -1.2308
C  -3.75639  -4.56357  0.44297  -0.2592
O  -2.73801  -3.55477  0.51697  -0.1163
H  -4.79080  -5.90318  1.87484  0.4166
H  -4.48425  -4.23971  2.42327  0.3005
H  -3.17318  -5.39972  2.33228  0.2820
H  -4.68144  -4.19311  -0.00941  0.2885
H  -3.38072  -5.38860  -0.16315  0.3541
H  -3.16627  -2.77887  0.96229  0.2289
C  -1.78754  1.87430  -4.21730  -0.9572
C  -0.98939  0.93810  -5.11386  -0.0963
O  0.37423  1.35008  -5.17749  -0.5014
H  -1.48275  1.71602  -3.18252  -0.0370
H  -2.81745  1.55465  -4.36138  0.4479
H  -1.60010  2.87512  -4.59194  0.4126
H  -1.44931  1.03562  -6.10869  0.4557
H  -1.03838  -0.13241  -4.87993  0.0805
H  0.81043  0.91738  -5.91883  0.2565
C  1.57327  2.75613  -2.12087  1.0037
C  2.42372  3.29008  -3.26504  -0.8252
O  1.59988  3.67461  -4.36491  -0.6179
H  0.59284  3.21027  -2.04320  0.2634
H  2.12508  2.89269  -1.18679  -0.5666
H  1.48448  1.66821  -2.20601  -0.3398
H  3.19354  2.57349  -3.57823  0.2206
H  2.93452  4.20655  -2.96944  0.4813
H  1.20306  2.86058  -4.73041  0.4055
C  -3.75150  -0.93335  -2.76698  -0.5737
C  -3.50352  -2.42099  -2.72116  0.1146
O  -2.08957  -2.69760  -2.93860  -0.5887
H  -3.55293  -0.53448  -3.76601  0.2534
H  -3.19409  -0.38498  -2.01300  -0.2468
H  -4.81723  -0.72532  -2.62814  0.4669
H  -4.14128  -2.94856  -3.43164  0.5605
H  -3.75566  -2.79387  -1.73026  -0.3006
H  -1.96176  -2.83952  -3.88327  0.2718
C  2.12170  -1.15816  -3.43623  -0.5925
C  0.98598  -2.11779  -3.57414  0.0550
O  0.96252  -2.95408  -2.36284  -0.3364
H  2.14879  -0.49061  -4.29890  0.2530
H  3.05538  -1.70636  -3.32505  0.5420
H  1.97300  -0.51436  -2.57250  -0.3266
H  1.07214  -2.78068  -4.43425  0.5349
H  0.04644  -1.57496  -3.57727  -0.3158
H  1.60448  -3.65375  -2.53616  0.2243

---

(2)
Computed, not measured: a cluster of 8 separate species, C27H57BrF13N5O12PS8 in total, with ωB97M-V/def2-TZVPD.

Values from the calculation:
* net charge: +1
* calculated total energy: -9638.43323 hartree

Last column: Mulliken charge in e.
Geometry (Å):
N  0.54387  0.02335  3.91362  -0.8693
P  1.12452  1.39602  3.57096  0.6405
O  2.60553  1.40014  3.05946  -0.5163
O  1.10193  2.47492  4.72828  -0.4890
N  0.17955  2.03627  2.27328  0.3030
C  -1.19648  1.86123  2.16069  0.4243
N  -1.92241  1.15315  2.99921  0.1295
C  -3.37843  1.03707  2.88959  -0.6033
C  -3.83090  -0.29891  3.48173  -1.3631
C  -4.43799  -1.24822  2.46918  0.4327
F  -4.43588  -2.50539  2.97608  -0.3093
F  -3.64270  -1.26593  1.35813  -0.1041
C  -5.87656  -0.85488  2.01997  0.8495
F  -5.73397  0.12630  1.09132  -0.3467
F  -6.53989  -0.31609  3.06240  -0.3211
C  -6.70056  -1.98503  1.34533  0.6157
F  -6.74930  -3.10419  2.09038  -0.2762
F  -6.03177  -2.27672  0.20994  -0.2940
C  -8.16512  -1.63243  0.94487  0.4626
F  -8.51916  -2.55482  0.03307  -0.2887
F  -8.21855  -0.43042  0.34344  -0.3001
C  -9.22048  -1.69413  2.11445  0.6416
F  -8.63387  -1.72577  3.32191  -0.2749
F  -9.93984  -2.81952  1.97683  -0.2844
C  -10.23027  -0.51893  2.10704  0.6298
F  -9.61632  0.63331  2.33053  -0.2227
F  -11.08647  -0.72589  3.09643  -0.2507
F  -10.89911  -0.47589  0.97058  -0.2457
N  -1.68521  2.51813  1.11408  -0.4324
C  -0.64103  3.08375  0.55277  0.2578
Br  -0.77395  4.12920  -0.93441  0.0090
N  0.51317  2.83453  1.17081  0.3146
C  1.82094  3.34040  0.74696  -1.5966
C  2.10464  4.78356  1.21501  -0.4136
C  3.30023  4.90065  2.16024  -0.4030
S  2.89862  5.26699  3.83629  1.1494
O  1.48167  5.38409  4.03105  -0.6749
O  3.62190  4.36936  4.69011  -0.6753
O  3.56502  6.69867  3.87771  -0.3009
H  0.28443  -0.05206  4.89022  0.2822
H  3.09795  2.15711  3.42281  0.3096
H  0.38294  3.11508  4.62017  0.3616
H  -1.44982  0.66611  3.74624  0.1464
H  -3.82180  1.85347  3.45380  0.3037
H  -3.63320  1.12244  1.84048  0.4616
H  -4.47627  -0.18015  4.34470  0.4635
H  -2.95447  -0.84435  3.83218  0.5713
H  2.61120  2.66001  1.03253  0.8171
H  1.79466  3.33368  -0.33776  0.4433
H  2.26965  5.40961  0.35018  0.3642
H  1.19171  5.15822  1.67148  0.6677
H  3.88633  3.98789  2.17086  0.5134
H  3.94280  5.69830  1.80816  -0.2806
H  3.54908  6.98085  4.81008  0.3900
C  5.28550  7.59029  0.04700  -0.2780
S  4.36221  7.30622  -1.46986  0.4998
O  4.17935  5.83060  -1.60640  -0.6173
C  5.68876  7.81524  -2.56071  -0.9980
H  4.65296  7.30726  0.88479  -0.2708
H  6.19156  6.98428  0.04097  0.4015
H  5.53483  8.64850  0.13441  0.3189
H  6.56580  7.19360  -2.38287  0.3158
H  5.91620  8.86449  -2.37697  0.3859
H  5.34496  7.68702  -3.58453  0.3526
C  -0.82452  -1.93839  -2.46368  -0.9402
S  -1.19619  -0.24541  -2.03473  0.4060
O  -0.08643  0.24043  -1.15279  -0.5894
C  -2.57555  -0.62101  -0.95387  -0.8257
H  0.04628  -1.94698  -3.11274  0.3042
H  -0.62109  -2.49796  -1.54928  0.3259
H  -1.66538  -2.36914  -3.00479  0.4104
H  -2.23974  -1.29713  -0.16766  0.2573
H  -3.37678  -1.07607  -1.53544  0.4967
H  -2.92535  0.31423  -0.51903  0.2223
C  1.65791  -2.27888  -6.93740  -0.9648
S  0.50926  -3.56919  -6.45473  0.3871
O  -0.35655  -3.00337  -5.37739  -0.5450
C  1.71426  -4.60596  -5.63835  -0.7318
H  1.08811  -1.49431  -7.43027  0.3499
H  2.15032  -1.87993  -6.05042  0.2829
H  2.38918  -2.69417  -7.63016  0.3711
H  2.19514  -4.03951  -4.83891  0.2997
H  2.45498  -4.95914  -6.35604  0.3814
H  1.18969  -5.46272  -5.22135  0.1838
C  4.60159  -8.68339  -6.48529  -0.7860
S  3.32658  -8.25435  -7.67278  0.4041
O  3.13548  -6.78005  -7.58177  -0.5729
C  1.97055  -9.00793  -6.77001  -0.7682
H  5.53838  -8.25964  -6.84005  0.3164
H  4.34828  -8.26602  -5.51022  0.1851
H  4.68839  -9.76798  -6.42705  0.3630
H  1.90857  -8.56706  -5.77478  0.1356
H  2.13604  -10.08266  -6.70212  0.3837
H  1.05504  -8.81243  -7.32421  0.3167
C  3.89075  10.31370  3.20872  -0.6753
S  5.25754  11.37651  2.73356  0.4258
O  5.90440  10.70911  1.57330  -0.5733
C  6.27827  11.03789  4.17080  -0.9035
H  3.15596  10.34100  2.40695  0.3380
H  4.26234  9.29620  3.33499  0.0037
H  3.43636  10.67540  4.13138  0.4296
H  6.46955  9.96679  4.23750  0.2642
H  5.77257  11.39740  5.06686  0.3685
H  7.21608  11.57279  4.04122  0.3243
C  -3.08318  -6.61580  -0.19242  -1.0195
S  -3.10947  -5.08973  0.75560  0.7616
O  -1.80630  -4.99268  1.46103  -0.6824
C  -4.32161  -5.65816  1.95428  -1.0009
H  -2.34421  -6.50378  -0.98275  0.2728
H  -2.80401  -7.44231  0.46034  0.3417
H  -4.06607  -6.78659  -0.63112  0.3622
H  -3.94852  -6.55744  2.44387  0.4871
H  -5.26475  -5.86013  1.44624  0.3389
H  -4.46299  -4.87006  2.68721  0.1434
C  3.31197  -6.21660  -0.29177  -0.9310
S  2.33888  -7.40683  -1.21859  0.4557
O  3.24066  -8.01542  -2.23052  -0.6017
C  1.34157  -6.19795  -2.09366  -0.6741
H  4.04229  -6.77214  0.29190  0.3309
H  3.82214  -5.54754  -0.98457  0.3036
H  2.65807  -5.65580  0.37616  0.3401
H  1.99632  -5.53616  -2.66026  0.0744
H  0.73898  -5.62779  -1.38630  0.3580
H  0.68732  -6.73930  -2.77397  0.3489

---

(3)
Computed, not measured: the molecule C4H5BrO2, with ωB97M-V/def2-TZVPD.

Values from the calculation:
* SMILES: CC(=O)/C(Br)=C/O
* energy above the lowest of the compared OMol25 structures with the same formula, charge and spin: 78.2 kJ/mol

Last column: Mulliken charge in e.
Geometry (Å):
C  -1.23377  1.32190  -0.14039  -1.1975
C  0.23689  1.19423  -0.20318  0.7564
O  0.93838  2.11770  -0.47528  -0.5005
C  0.89326  -0.21565  -0.02168  -0.2641
Br  2.97625  -0.09786  -0.15311  -0.1694
C  0.30800  -1.38395  0.15395  0.1563
O  0.90506  -2.58760  0.25540  -0.4680
H  -1.51052  1.42213  -1.14009  0.2979
H  -1.33945  2.25871  0.36123  0.3338
H  -1.74021  0.58950  0.40586  0.4305
H  -0.76923  -1.37792  0.15702  0.2535
H  0.33535  -3.24121  0.80026  0.3710